P | Entry from the OMol25 dataset: C4H10O2 in the gas phase (ωB97M-V/def2-TZVPD).

Each atom is followed by the atoms it is bonded to, with distances in Å.
Element x y z (Å)
1 C 1.83 -0.51 -0.94  C2 1.820, H7 1.092, H8 1.090, H9 1.092
2 C 0.57 0.72 -0.51  C1 1.820, C3 1.439, H10 1.089, H11 1.087
3 C -0.69 0.03 -0.42  C2 1.439, O4 1.388, C5 1.844, H12 1.091
4 O -0.77 -1.35 -0.30  C3 1.388, H13 0.969
5 C -1.25 0.68 1.21  C3 1.844, O6 1.409, H14 1.090, H15 1.095
6 O -0.60 -0.03 2.24  C5 1.409, H16 0.972
7 H 2.70 0.07 -1.26  C1 1.092
8 H 2.07 -1.07 -0.04  C1 1.090
9 H 1.54 -1.17 -1.76  C1 1.092
10 H 0.60 1.39 -1.37  C2 1.089
11 H 1.03 1.25 0.32  C2 1.087
12 H -1.42 0.39 -1.15  C3 1.091
13 H -1.67 -1.64 -0.53  O4 0.969
14 H -1.11 1.75 1.36  C5 1.090
15 H -2.32 0.46 1.21  C5 1.095
16 H -0.50 -0.95 1.93  O6 0.972

Computed properties:
Gap between HOMO and LUMO: 0.34564 hartree
LUMO: 0.7 eV
Total charge: 0
SMILES string: CC[C@@H](O)CO



Q | Entry from the OMol25 dataset: 2 unconnected molecules or ions with the total composition C4H10O2 (ωB97M-V/def2-TZVPD).

Each atom is followed by the atoms it is bonded to, with distances in Å.
Element x y z (Å)
1 C -0.76 -1.58 -0.93  O2 1.416, H7 1.097, H8 1.098, H9 1.092
2 O 0.02 -0.65 -0.20  C1 1.416, C3 1.432
3 C -0.70 0.51 0.24  O2 1.432, C4 1.516, H10 1.098, H14 1.098
4 C -0.53 0.66 1.74  C3 1.516, H11 1.095, H12 1.095, H13 1.095
5 C 2.69 1.26 -0.92  O6 1.303, H15 1.139
6 O 2.12 0.31 -1.60  C5 1.303, H16 0.992
7 H -1.61 -1.93 -0.32  C1 1.097
8 H -1.15 -1.15 -1.86  C1 1.098
9 H -0.12 -2.43 -1.17  C1 1.092
10 H -1.76 0.41 -0.02  C3 1.098
11 H -0.98 -0.19 2.27  C4 1.095
12 H -1.01 1.58 2.09  C4 1.095
13 H 0.54 0.70 2.00  C4 1.095
14 H -0.29 1.38 -0.29  C3 1.098
15 H 2.16 1.28 0.09  C5 1.139
16 H 1.39 -0.15 -1.12  O6 0.992

Computed properties:
Gap between HOMO and LUMO: 0.33061 hartree
LUMO: 0.8 eV
Total charge: 0



R | Entry from the OMol25 dataset: 2 unconnected molecules or ions with the total composition C4H10O2 (ωB97M-V/def2-TZVPD).

Each atom is followed by the atoms it is bonded to, with distances in Å.
Element x y z (Å)
1 C 1.51 0.72 -0.52  C2 1.891, C5 1.855, H7 1.083, H8 1.115, H9 1.077
2 C 0.15 -0.31 0.30  C1 1.891, C3 1.512, O4 1.250, C5 1.422
3 C 0.16 -1.59 -0.51  C2 1.512, H10 1.097, H11 1.090, H12 1.092
4 O 0.29 -0.31 1.54  C2 1.250
5 C -0.33 0.85 -0.37  C1 1.855, C2 1.422, H14 1.088, H15 1.097
6 O -2.21 0.34 0.99  H13 0.990, H16 0.961
7 H 1.78 1.57 0.10  C1 1.083
8 H 2.22 -0.09 -0.23  C1 1.115
9 H 1.60 0.85 -1.58  C1 1.077
10 H 0.24 -1.45 -1.59  C3 1.097
11 H 0.98 -2.22 -0.15  C3 1.090
12 H -0.79 -2.07 -0.28  C3 1.092
13 H -1.41 0.06 1.50  O6 0.990
14 H -0.49 1.77 0.20  C5 1.088
15 H -0.88 0.81 -1.32  C5 1.097
16 H -2.48 1.17 1.40  O6 0.961

Computed properties:
Gap between HOMO and LUMO: 0.36622 hartree
LUMO: 0.8 eV
Total charge: 0



Which of them is the most stable, and which is the least stable? P and Q, in that order.



P | Entry from the OMol25 dataset: 2 unconnected molecules or ions with the total composition C4H14N3 (ωB97M-V/def2-TZVPD).

Each atom is followed by the atoms it is bonded to, with distances in Å.
Element x y z (Å)
1 C -1.68 -2.19 -0.63  C3 1.546, H8 1.052, H9 1.045, H10 1.099
2 C 2.58 1.52 -0.81  H11 1.043, H12 1.045, H13 1.071
3 C -1.39 -0.83 0.05  C1 1.546, C4 1.570, H14 1.138, H15 1.147
4 C 0.10 -0.52 -0.35  C3 1.570, N7 1.395, H16 1.100, H17 1.155
5 N -0.34 1.75 0.16  N7 1.449, H18 1.058, H19 1.071
6 N 1.00 0.48 1.68  N7 1.370, H20 1.042, H21 1.076
7 N 0.46 0.58 0.43  C4 1.395, N5 1.449, N6 1.370
8 H -1.51 -2.34 -1.65  C1 1.052
9 H -1.18 -2.80 0.05  C1 1.045
10 H -2.74 -2.47 -0.54  C1 1.099
11 H 2.06 2.17 -1.44  C2 1.043
12 H 2.76 1.99 0.11  C2 1.045
13 H 3.02 0.61 -1.13  C2 1.071
14 H -1.56 -0.94 1.17  C3 1.138
15 H -2.01 0.05 -0.36  C3 1.147
16 H 0.67 -1.43 -0.14  C4 1.100
17 H 0.06 -0.03 -1.40  C4 1.155
18 H -0.95 1.98 1.00  N5 1.058
19 H -1.02 1.48 -0.62  N5 1.071
20 H 0.82 -0.43 2.15  N6 1.042
21 H 0.85 1.37 2.27  N6 1.076

Computed properties:
Gap between HOMO and LUMO (alpha / beta): 0.36663 / 0.25734 hartree
LUMO (alpha / beta): -3.6 / -5.5 eV
Total charge: +1



Q | Entry from the OMol25 dataset: a gas-phase ion, C4H14N3 (charge +1) (ωB97M-V/def2-TZVPD).

Each atom is followed by the atoms it is bonded to, with distances in Å.
Element x y z (Å)
1 N -2.62 -0.73 -0.88  C2 1.469, H8 1.013, H9 1.008
2 C -2.04 0.61 -0.76  N1 1.469, C3 1.532, H10 1.087, H11 1.092
3 C -0.92 0.61 0.30  C2 1.532, N4 1.478, H12 1.097, H13 1.101
4 N 0.00 -0.51 0.00  C3 1.478, C5 1.443, H14 1.017
5 C 1.00 -0.82 1.00  N4 1.443, C6 1.543, H15 1.092, H16 1.081
6 C 2.13 0.23 0.95  C5 1.543, N7 1.497, H17 1.076, H18 1.092
7 N 2.33 0.54 -0.50  C6 1.497, H19 1.016, H20 1.104, H21 1.012
8 H -3.41 -0.84 -0.27  N1 1.013
9 H -2.99 -0.84 -1.82  N1 1.008
10 H -2.74 1.40 -0.49  C2 1.087
11 H -1.63 0.93 -1.72  C2 1.092
12 H -0.43 1.59 0.26  C3 1.097
13 H -1.38 0.44 1.28  C3 1.101
14 H -0.54 -1.22 -0.48  N4 1.017
15 H 1.36 -1.85 0.87  C5 1.092
16 H 0.54 -0.85 1.98  C5 1.081
17 H 3.07 -0.09 1.36  C6 1.076
18 H 1.76 1.13 1.45  C6 1.092
19 H 3.05 -0.06 -0.89  N7 1.016
20 H 1.33 0.26 -0.87  N7 1.104
21 H 2.61 1.50 -0.69  N7 1.012

Computed properties:
Gap between HOMO and LUMO: 0.36556 hartree
LUMO: -3.1 eV
Total charge: +1
SMILES string: NCCNCC[NH3+]



Which of them is the most stable, and which is the least stable? Q and P, in that order.



P | Entry from the OMol25 dataset: 2 unconnected molecules or ions with the total composition C4H14N3 (ωB97M-V/def2-TZVPD).

Each atom is followed by the atoms it is bonded to, with distances in Å.
Element x y z (Å)
1 C 1.74 1.77 -0.90  N3 1.404, H11 1.068, H12 1.015, H13 1.127
2 C -0.18 1.17 0.63  N3 1.344, N4 1.328, N5 1.410
3 N 0.59 1.98 -0.13  C1 1.404, C2 1.344, H6 1.064
4 N -0.06 -0.15 0.55  C2 1.328, H7 1.003, H8 1.009
5 N -1.03 1.69 1.62  C2 1.410, H9 1.029, H10 0.994
6 H 0.36 3.00 -0.32  N3 1.064
7 H 0.46 -0.53 -0.21  N4 1.003
8 H -0.03 -0.72 1.38  N4 1.009
9 H -1.01 2.72 1.66  N5 1.029
10 H -1.92 1.31 1.85  N5 0.994
11 H 2.48 2.51 -0.70  C1 1.068
12 H 1.52 1.56 -1.87  C1 1.015
13 H 2.10 0.72 -0.67  C1 1.127
14 C -0.60 -2.58 -1.40  C15 1.489, H16 1.209, H17 1.037, H18 1.252
15 C -0.43 -3.21 -0.06  C14 1.489, H19 1.094, H20 1.112, H21 1.015
16 H -1.71 -2.75 -1.84  C14 1.209
17 H -0.34 -1.62 -1.69  C14 1.037
18 H -0.33 -3.32 -2.38  C14 1.252
19 H -1.17 -4.01 -0.03  C15 1.094
20 H 0.59 -3.65 0.05  C15 1.112
21 H -0.68 -2.74 0.81  C15 1.015

Computed properties:
Gap between HOMO and LUMO: 0.39083 hartree
LUMO: -3.1 eV
Total charge: +1



Q | Entry from the OMol25 dataset: 2 unconnected molecules or ions with the total composition C4H14N3 (ωB97M-V/def2-TZVPD).

Each atom is followed by the atoms it is bonded to, with distances in Å.
Element x y z (Å)
1 C 0.53 -1.12 1.55  C2 1.354, N4 1.472, H5 1.076
2 C 1.51 -1.48 0.69  C1 1.354, N3 1.349, H6 1.093
3 N 1.99 -0.62 -0.23  C2 1.349, H7 1.002, H8 1.035
4 N -0.23 -2.19 2.22  C1 1.472, H9 1.021, H10 1.024, H11 1.023
5 H 0.26 -0.12 1.85  C1 1.076
6 H 1.88 -2.51 0.74  C2 1.093
7 H 2.87 -0.81 -0.67  N3 1.002
8 H 1.26 -0.15 -0.79  N3 1.035
9 H -1.22 -2.19 1.99  N4 1.021
10 H -0.14 -2.13 3.24  N4 1.024
11 H 0.12 -3.11 1.95  N4 1.023
12 C -0.74 2.77 -1.36  C13 1.508, H15 1.087, H16 1.088, H17 1.093
13 C -1.21 1.43 -0.85  C12 1.508, N14 1.488, H18 1.098, H19 1.095
14 N -0.42 0.32 -1.46  C13 1.488, H20 1.018, H21 1.017
15 H -0.80 2.89 -2.44  C12 1.087
16 H -1.31 3.58 -0.90  C12 1.088
17 H 0.30 2.91 -1.05  C12 1.093
18 H -0.99 1.35 0.22  C13 1.098
19 H -2.29 1.27 -0.91  C13 1.095
20 H -0.94 -0.54 -1.33  N14 1.018
21 H -0.43 0.44 -2.47  N14 1.017

Computed properties:
Gap between HOMO and LUMO: 0.33766 hartree
LUMO: -3.5 eV
Total charge: +1



Which of them is the most stable, and which is the least stable? Q and P, in that order.



P | Entry from the OMol25 dataset: 2 unconnected molecules or ions with the total composition C4H14N3 (ωB97M-V/def2-TZVPD).

Each atom is followed by the atoms it is bonded to, with distances in Å.
Element x y z (Å)
1 C 0.58 0.69 2.23  N3 1.461, H11 1.118, H12 1.092, H13 1.106
2 C 0.80 1.37 -0.01  N3 1.345, N4 1.347, N5 1.353
3 N -0.06 0.95 0.94  C1 1.461, C2 1.345, H6 1.037
4 N 2.09 1.71 0.15  C2 1.347, H7 1.003, H8 1.007
5 N 0.29 1.72 -1.21  C2 1.353, H9 1.008, H10 1.005
6 H -0.69 0.27 0.47  N3 1.037
7 H 2.55 1.77 1.04  N4 1.003
8 H 2.48 2.20 -0.63  N4 1.007
9 H -0.63 1.39 -1.46  N5 1.008
10 H 0.64 2.53 -1.69  N5 1.005
11 H -0.10 0.82 3.12  C1 1.118
12 H 1.44 1.33 2.45  C1 1.092
13 H 1.05 -0.29 2.42  C1 1.106
14 C -1.02 -1.74 -0.31  C15 1.594, H16 1.084, H17 1.123, H18 1.086
15 C -1.48 -2.38 -1.70  C14 1.594, H19 1.103, H20 1.100, H21 1.082
16 H 0.01 -1.40 -0.30  C14 1.084
17 H -1.80 -1.01 0.03  C14 1.123
18 H -1.29 -2.50 0.42  C14 1.086
19 H -2.05 -3.28 -1.42  C15 1.103
20 H -0.63 -2.51 -2.39  C15 1.100
21 H -2.14 -1.66 -2.16  C15 1.082

Computed properties:
Gap between HOMO and LUMO: 0.42752 hartree
LUMO: -3.3 eV
Total charge: +1



Q | Entry from the OMol25 dataset: 2 unconnected molecules or ions with the total composition C4H14N3 (ωB97M-V/def2-TZVPD).

Each atom is followed by the atoms it is bonded to, with distances in Å.
Element x y z (Å)
1 C -1.79 -0.03 -0.45  N3 1.467, H11 1.086, H12 1.087, H13 1.081
2 C -0.56 0.41 1.58  N3 1.325, N4 1.343, N5 1.328
3 N -1.08 0.88 0.46  C1 1.467, C2 1.325, H6 1.011
4 N -0.73 -0.87 1.96  C2 1.343, H7 1.009, H8 1.010
5 N 0.21 1.18 2.35  C2 1.328, H9 1.011, H10 1.008
6 H -0.78 1.77 0.09  N3 1.011
7 H -1.31 -1.45 1.38  N4 1.009
8 H -0.95 -1.05 2.93  N4 1.010
9 H 0.21 2.18 2.24  N5 1.011
10 H 0.64 0.78 3.17  N5 1.008
11 H -2.66 -0.38 0.10  C1 1.086
12 H -1.08 -0.80 -0.74  C1 1.087
13 H -2.20 0.49 -1.30  C1 1.081
14 C 1.30 -0.09 -2.39  C15 1.533, H16 1.086, H17 1.102, H18 1.080
15 C 1.68 -0.73 -1.05  C14 1.533, H19 1.091, H20 1.094, H21 1.081
16 H 0.24 -0.20 -2.61  C14 1.086
17 H 1.53 0.98 -2.36  C14 1.102
18 H 1.97 -0.50 -3.13  C14 1.080
19 H 1.67 -1.81 -1.19  C15 1.091
20 H 2.68 -0.38 -0.78  C15 1.094
21 H 1.02 -0.38 -0.26  C15 1.081

Computed properties:
Gap between HOMO and LUMO: 0.43828 hartree
LUMO: -3.1 eV
Total charge: +1



R | Entry from the OMol25 dataset: a gas-phase ion, C4H14N3 (charge +1) (ωB97M-V/def2-TZVPD).

Each atom is followed by the atoms it is bonded to, with distances in Å.
Element x y z (Å)
1 C 1.62 1.08 -0.33  N2 1.487, H8 1.093, H9 1.058, H10 1.073
2 N 0.73 0.14 0.39  C1 1.487, C3 1.529, C4 1.566, H11 1.022
3 C 1.43 -1.22 0.33  N2 1.529, H12 1.024, H13 1.049, H14 1.089
4 C -0.77 0.28 -0.03  N2 1.566, C5 1.557, N6 1.358, N7 1.836
5 C -1.62 -0.51 1.01  C4 1.557, H15 1.055, H16 1.158, H17 1.046
6 N -1.10 1.59 -0.18  C4 1.358, H18 1.008, H19 0.970
7 N -0.83 -0.70 -1.58  C4 1.836, H20 1.001, H21 1.010
8 H 1.33 2.14 -0.29  C1 1.093
9 H 2.59 1.10 0.10  C1 1.058
10 H 1.60 0.66 -1.32  C1 1.073
11 H 0.81 0.47 1.35  N2 1.022
12 H 1.74 -1.64 -0.55  C3 1.024
13 H 2.32 -1.18 0.89  C3 1.049
14 H 0.86 -2.02 0.81  C3 1.089
15 H -2.61 -0.34 0.70  C5 1.055
16 H -1.45 -1.64 1.23  C5 1.158
17 H -1.56 -0.08 1.96  C5 1.046
18 H -0.47 2.26 -0.58  N6 1.008
19 H -2.05 1.76 -0.31  N6 0.970
20 H -1.71 -0.44 -2.00  N7 1.001
21 H -0.87 -1.71 -1.59  N7 1.010

Computed properties:
Gap between HOMO and LUMO: 0.37464 hartree
LUMO: -3.0 eV
Total charge: +1
SMILES string: C[NH+](C)C(C)(N)N



Which of them is the most stable, and which is the least stable? Q and R, in that order.